C9H15N6 | ωB97M-V with the def2-TZVPD basis set

Atoms and positions in Å:
C  0.29005  0.34729  -1.50890
C  -0.32431  0.80436  -0.32301
C  0.59268  1.50112  -2.18560
C  -0.84576  0.10130  1.00250
C  -1.35104  -1.28380  0.93843
C  0.57536  -2.40900  0.45513
C  -0.38293  -1.13385  2.12875
C  1.18115  1.50149  -3.59579
C  -0.79908  3.15778  0.58311
N  0.24475  2.58945  -1.51296
N  -0.29359  2.14203  -0.35032
N  -0.65806  -2.19154  0.02980
N  0.76579  -1.81772  1.57194
N  1.52578  -3.10607  -0.24635
N  -0.77825  -1.09472  3.42568
H  0.56110  -0.76305  -1.65799
H  -1.41932  0.87921  1.50739
H  -2.43538  -1.61071  1.06435
H  0.64825  0.77543  -4.23502
H  1.06613  2.54965  -3.84788
H  2.18911  1.05696  -3.52025
H  -1.88937  3.19532  0.57711
H  -0.39301  2.84556  1.50014
H  -0.25044  3.99011  0.38858
H  -1.10152  -2.89606  -0.53743
H  1.59545  -1.73219  2.05317
H  1.27595  -3.59027  -1.05980
H  2.36141  -2.59583  -0.26384
H  -1.63342  -0.76477  3.49146
H  -0.31749  -0.44750  4.12761

Values from the calculation:
* gap between HOMO and LUMO: 0.321 Eh
* ΔE to the lowest compared entry with this formula, charge and spin: 1.812 eV
* charge: +1
* SMILES string: Cc1cc([C@H]2[C@H]3NC(=[NH2+])N[C@]32N)n(C)n1
* LUMO: -2.84 eV



C9H15NO | ωB97M-V with the def2-TZVPD basis set

Atoms and positions in Å:
C  -3.38399  -1.55117  -0.55278
C  -2.46069  2.71052  -0.74543
C  -1.70218  1.73923  -0.24830
C  -1.84011  0.39928  0.10289
C  2.60417  -1.03305  -1.17771
C  -0.27210  -0.08175  2.01260
C  1.54204  -1.43438  -0.18317
C  0.51833  -0.29725  -0.23378
C  -0.73899  -0.52498  0.58016
N  -3.06327  -0.26216  -0.27480
O  -4.01812  -2.44632  -0.11116
H  -2.23530  3.70418  -0.80932
H  -3.50087  2.47411  -1.15710
H  -0.87293  2.26311  0.22682
H  2.16138  -0.55075  -2.10936
H  3.19679  -0.38322  -0.64570
H  3.21284  -1.94038  -1.56608
H  -1.22686  0.21372  2.47036
H  0.17450  -0.82722  2.47373
H  0.38026  0.85054  1.96794
H  1.04349  -2.50503  -0.49761
H  2.04183  -1.62050  0.73788
H  0.89245  0.67799  0.05984
H  0.16914  -0.13569  -1.36015
H  -1.25025  -1.44189  0.44896
H  -3.66590  0.23667  -0.92137

Values from the calculation:
* gap between HOMO and LUMO (spin up / spin down): 0.269 / 0.264 Eh
* ΔE to the lowest compared entry with this formula, charge and spin: 5.884 eV
* LUMO (spin up / spin down): 0.15 / -0.09 eV



C9H16CuN2PS | ωB97M-V with the def2-TZVPD basis set

Atoms and positions in Å:
C  -0.18464  0.94983  -1.96947
C  0.09479  0.02550  -2.92632
C  0.11816  -1.37645  -2.70997
C  -0.27870  -1.91859  -1.47524
C  -0.46844  -1.16659  -0.32935
Cu  0.86448  0.01480  -0.79082
P  0.36648  1.83198  0.39482
H  -0.38564  2.01897  -2.19670
H  0.29479  0.33529  -3.96360
H  0.31290  -2.05168  -3.56010
H  -0.70846  -1.79307  0.55156
H  -0.46513  -3.00197  -1.41965
H  -0.86713  1.77465  1.09197
H  0.24928  3.11299  -0.21439
H  1.36414  2.13371  1.36237
S  2.02014  -0.96164  1.01287
C  1.22657  -0.63626  2.49489
N  -0.11179  -0.66204  2.65814
C  -0.77913  -0.62136  3.96056
C  -0.01629  0.30005  4.88495
C  1.45518  -0.05689  4.88880
N  1.96772  -0.22105  3.53583
H  -0.68727  -0.86625  1.84967
H  -0.80627  -1.64428  4.36305
H  -1.81850  -0.30216  3.79535
H  -0.43464  0.21090  5.89215
H  -0.15108  1.32779  4.52527
H  1.61036  -0.98688  5.44583
H  2.04018  0.73112  5.36101
H  2.96465  -0.22711  3.35822

Values from the calculation:
* gap between HOMO and LUMO (spin up / spin down): 0.123 / 0.115 Eh
* multiplicity: 2
* charge: -1
* LUMO (spin up / spin down): 2.57 / 2.57 eV



C9H16N2O | ωB97M-V with the def2-TZVPD basis set

Atoms and positions in Å:
C  -1.60680  2.22052  -2.59065
C  -0.94634  1.21814  -0.59880
C  -2.17438  0.87471  0.19457
C  -0.92975  1.38075  0.88398
C  -0.91155  2.75337  1.50314
C  3.24441  -2.12492  1.26077
C  1.89753  -2.05542  0.57945
C  1.68406  -2.47266  -0.69109
C  0.77438  -1.53091  1.27886
H  -2.66354  1.93398  -2.44178
H  -1.11544  1.44907  -3.20993
H  -1.56077  3.18305  -3.11156
H  -0.36815  0.40177  -1.03108
H  -2.47405  -0.17004  0.29555
H  -3.01216  1.58100  0.11797
H  -0.35220  0.63642  1.41106
H  -1.46699  3.46559  0.87987
H  -1.36521  2.74386  2.50663
H  0.11811  3.12715  1.60171
H  3.19831  -1.72061  2.24543
H  4.01204  -1.52976  0.72146
H  3.62464  -3.16464  1.33018
H  2.52046  -2.88102  -1.26200
H  0.42201  -2.76916  -2.31010
H  -0.33072  -2.07661  -0.91046
N  0.50410  -2.43865  -1.35621
N  -0.19344  -1.11641  1.80040
O  -0.94379  2.38674  -1.35795

Values from the calculation:
* gap between HOMO and LUMO: 0.334 Eh
* ΔE to the lowest compared entry with this formula, charge and spin: 2.866 eV
* SMILES string: CO[C@@H]1C[C@@H]1C.C/C(C#N)=C/N
* LUMO: 0.62 eV



C9H16N2O | ωB97M-V with the def2-TZVPD basis set

Atoms and positions in Å:
C  -2.37769  -1.80966  1.01606
C  -1.01941  -1.49204  1.19249
C  -1.80452  -0.91408  -0.91255
C  2.96217  -0.94049  -0.83641
C  2.16133  0.45047  1.16275
C  -2.12316  2.29540  -0.80875
C  1.81055  -0.82413  0.19585
C  0.52173  -0.63615  -0.43939
C  -0.85547  2.56599  -0.48731
N  -2.89984  -1.40794  -0.10745
N  -0.63378  -0.97428  0.00694
O  -0.56354  2.50848  0.82964
H  -3.07451  -2.14230  1.76689
H  -0.41382  -1.94111  1.89290
H  -1.61033  -1.61913  -1.87971
H  2.53453  -1.55004  -1.62765
H  3.78946  -1.41988  -0.54002
H  3.16947  0.02380  -1.21745
H  1.26886  0.79290  1.62531
H  2.60212  1.27468  0.57407
H  2.93781  0.21989  1.82372
H  -1.93670  0.10521  -1.25400
H  -2.81447  2.16371  -0.00272
H  -2.49122  2.21393  -1.84142
H  1.73103  -1.72085  0.89549
H  0.53942  -0.16837  -1.39367
H  0.08730  2.67978  -0.96722
H  -1.49732  2.26621  1.33360

Values from the calculation:
* gap between HOMO and LUMO: 0.268 Eh
* ΔE to the lowest compared entry with this formula, charge and spin: 5.022 eV
* LUMO: 0.60 eV



C9H16N2O4 | ωB97M-V with the def2-TZVPD basis set

Atoms and positions in Å:
C  0.15745  0.49363  -1.72470
C  -0.81284  0.61774  -0.57093
C  0.06819  -0.90366  -2.39966
C  0.65427  -0.94576  -3.73188
C  -1.45806  0.36465  1.61439
C  -1.27700  1.64465  2.44268
C  -1.00794  -0.84243  2.58676
C  0.49848  -0.56858  2.69836
C  0.82807  -0.29099  1.18025
H  2.02967  1.31807  -1.94670
H  2.09864  0.00694  -1.22271
H  -0.13215  1.24988  -2.43897
H  -1.01204  -1.10964  -2.41288
H  0.44396  -2.70652  -1.74270
H  0.79540  -1.99491  -4.09296
H  1.63351  -0.48759  -3.76312
H  0.08381  -0.36676  -4.46471
H  -2.47461  0.36787  1.23260
H  -1.14399  -1.86716  2.13323
H  -1.51221  -0.65287  3.54076
H  1.12996  -1.31433  3.09655
H  0.72993  0.26310  3.36402
H  1.11562  -1.13010  0.50586
H  1.55836  0.61374  0.97798
H  -0.48559  3.34643  2.62396
N  1.50408  0.80555  -1.26764
N  -0.37114  0.33353  0.68386
O  -1.92078  1.14057  -0.77299
O  0.67695  -1.83691  -1.44433
O  -2.03322  1.90024  3.36339
O  -0.36477  2.55161  1.95222

Values from the calculation:
* gap between HOMO and LUMO: 0.340 Eh
* ΔE to the lowest compared entry with this formula, charge and spin: 1.819 eV
* SMILES string: C[C@@H](O)[C@H](N)C(=O)N1CCC[C@H]1C(=O)O
* LUMO: 0.52 eV



no.,energy (eV)
1,-18507.8045
2,-13108.4439
3,-77329.3143
4,-14617.9176
5,-14615.7612
6,-20762.1097